# 1
The following is a DFT calculation (ωB97M-V with the def2-TZVPD basis set) of a 2-piece molecular cluster, C11H15N overall in a non-equilibrium geometry.

SMILES string = Cc1c[nH]c2ccccc12.CC
Molar mass = 161.248 g mol⁻¹
DFT total energy = -13140.3154 eV
Strongest force on any atom = 0.0327 Eh/bohr
Gap between HOMO and LUMO = 0.320 Ha
ΔE to the lowest compared entry with this formula, charge and spin = 45.91 kJ/mol
HOMO = -7.76 eV

Structure (XYZ):
```
27
Properties=species:S:1:pos:R:3:forces:R:3
N -0.127 -0.934 -3.284 -0.0637 0.0018 -0.5903
C 1.909 -2.875 -0.888 -0.3993 -0.5518 -0.5375
C 1.115 0.241 -0.173 -0.2994 0.1270 -0.1813
C -2.112 1.154 2.995 0.8171 0.1595 -0.0475
C -1.018 1.211 4.075 -0.4211 0.6206 0.5377
C 0.576 1.511 -0.093 -0.0307 -0.0600 0.2313
C -0.560 1.290 -2.216 0.2456 0.0146 0.7817
C -0.337 1.992 -1.038 0.4955 0.3015 -1.2451
C 0.007 0.021 -2.288 -0.1115 -0.2880 -1.0309
C 0.586 -2.042 -2.929 0.9576 -1.1442 0.7746
C 0.831 -0.541 -1.306 -0.4093 0.2098 0.9753
C 1.150 -1.883 -1.704 0.1093 0.5569 0.1625
H 0.927 2.182 0.676 -0.2875 -0.0455 0.4091
H -2.969 1.694 3.385 -0.2455 0.0157 -0.3139
H 2.339 -3.650 -1.528 0.3137 0.2177 -0.0414
H -2.399 0.152 2.695 -0.1272 -0.2007 0.2515
H 1.229 -3.449 -0.254 0.0391 0.2859 0.3830
H -1.070 1.755 -3.043 -0.3704 -0.1730 -0.0420
H -0.463 -0.803 -4.221 -0.1673 0.2739 0.1388
H 0.754 -2.964 -3.481 -0.6130 0.5016 -0.4902
H 2.682 -2.396 -0.297 0.1091 -0.0950 0.1214
H -1.479 1.251 5.072 0.0812 -0.2646 -0.1542
H -0.489 2.168 4.004 0.1101 -0.2017 -0.1017
H -0.288 0.410 4.096 0.0301 -0.1556 -0.3182
H 1.697 -0.126 0.658 0.3357 -0.0949 -0.0964
H -0.748 2.995 -0.991 0.1332 -0.0330 0.3069
H -1.744 1.635 2.081 -0.2313 0.0217 0.1166
```
Forces are in eV/Å.

# 2
The following is a DFT calculation (ωB97M-V with the def2-TZVPD basis set) of C20H22N3O5Pb as an isolated structure in a non-equilibrium geometry.

Total charge = -1
Molar mass = 591.612 g mol⁻¹
DFT total energy = -41056.1400 eV
Strongest force on any atom = 0.0318 Eh/bohr
Gap between HOMO and LUMO = 0.323 Ha
ΔE to the lowest compared entry with this formula, charge and spin = 72.32 kJ/mol
HOMO = -6.05 eV

Structure (XYZ):
```
51
Properties=species:S:1:pos:R:3:forces:R:3
Pb -0.326 -0.468 0.480 -0.4215 1.2122 1.0096
O 2.314 -0.872 0.609 -0.5947 -0.1827 -0.1517
O 1.042 1.320 4.085 0.0120 0.3658 0.2938
O 0.583 1.595 0.052 -0.7067 -1.0115 -0.3633
O 1.501 3.391 0.940 0.0673 0.3805 0.1846
O 0.328 -0.270 2.717 -0.4785 -0.5069 -0.6255
N 1.187 -3.447 -2.777 -0.8635 -0.2289 -0.9358
N 3.085 -4.708 -3.632 0.5490 -0.2845 -0.2129
N 0.336 -2.033 -1.031 0.7365 -0.8203 -0.6303
C -3.105 -3.629 -2.366 -0.2126 0.1713 0.1082
C -3.013 -3.107 0.057 -0.1957 0.0445 -0.0859
C 4.495 -0.214 0.294 -0.1311 0.0062 -0.1776
C 0.858 -2.718 -1.830 -0.5708 0.7258 0.8352
C -2.282 -0.838 -2.574 -0.1232 -0.1277 0.0983
C -3.141 -1.213 -1.551 -0.1335 -0.0279 -0.0433
C -3.602 -0.216 -0.691 -0.0314 0.0844 -0.1250
C -3.566 -2.642 -1.297 0.0729 -0.2708 0.0426
C -3.187 1.094 -0.824 -0.0656 -0.0455 -0.0615
C 1.196 0.569 3.142 0.8580 0.1133 0.1274
C -2.298 1.462 -1.831 -0.0019 0.0064 -0.0501
C -1.866 0.476 -2.705 0.0562 0.1733 0.0870
C 2.587 0.525 2.444 -0.4404 -0.1839 0.3624
C 1.501 2.196 0.716 0.8332 0.2991 0.1951
C 2.732 1.359 1.143 -0.3552 0.2988 -0.3907
C 4.393 -1.008 1.610 -0.1748 -0.1810 0.0573
C 3.039 0.249 0.122 0.6357 0.6129 -0.4506
C -1.856 2.886 -1.962 0.0013 0.0764 0.0549
C 2.887 -0.885 1.910 0.4759 -0.1523 0.8541
C 2.226 -4.083 -3.180 0.6546 -0.3311 0.0074
H 4.673 -2.050 1.457 0.0134 -0.0053 0.0586
H -1.468 3.246 -1.010 0.0879 0.0526 0.0023
H 4.996 -0.597 2.419 0.0058 -0.0095 -0.0082
H 2.735 0.477 -0.899 -0.0066 -0.0503 0.0645
H -4.301 -0.471 0.094 -0.0452 -0.0596 0.1238
H -3.408 -4.086 0.324 -0.0166 -0.0822 0.0174
H -3.269 -2.407 0.848 -0.0163 0.0279 0.1525
H 4.779 -0.865 -0.532 0.0472 0.0636 -0.0049
H -4.664 -2.661 -1.251 0.1024 0.0087 0.0166
H 3.553 2.077 1.227 -0.0938 -0.1608 -0.0081
H -1.929 -3.179 -0.002 0.1320 -0.0260 0.0158
H -3.546 1.844 -0.135 -0.0368 0.0972 0.0929
H 3.315 0.856 3.186 -0.0705 -0.0927 -0.0451
H -1.177 0.733 -3.497 0.0837 0.0607 -0.0928
H -1.920 -1.567 -3.280 0.1034 -0.1529 -0.0312
H 2.456 -1.696 2.494 0.0156 0.0974 -0.0535
H -2.018 -3.664 -2.397 0.1293 -0.0563 -0.0697
H -2.699 3.517 -2.254 0.0335 0.0467 -0.0222
H -3.478 -3.358 -3.351 -0.0020 -0.0062 -0.1290
H -1.069 2.985 -2.707 0.0250 0.0413 -0.0143
H -3.472 -4.626 -2.122 0.0193 -0.0536 -0.0297
H 5.186 0.624 0.346 0.0376 0.0433 -0.0495
```
Forces are in eV/Å.

# 3
The following is a DFT calculation (ωB97M-V with the def2-TZVPD basis set) of C31H27N5OPSn as an isolated structure in a non-equilibrium geometry.

Total charge = +3
Molar mass = 635.276 g mol⁻¹
DFT total energy = -57175.9846 eV
Strongest force on any atom = 0.0729 Eh/bohr
Gap between HOMO and LUMO = 0.239 Ha
ΔE to the lowest compared entry with this formula, charge and spin = 0.00 kJ/mol
HOMO = -16.45 eV

Structure (XYZ):
```
66
Properties=species:S:1:pos:R:3:forces:R:3
Sn -0.330 -2.500 0.368 0.3252 1.4275 0.4020
P -2.285 -1.904 -1.254 0.6794 0.5745 0.7188
O 1.589 0.876 0.139 -1.7807 -3.2942 -0.1932
N -2.590 -3.498 -1.700 -0.8753 -1.1101 -0.5183
N -0.781 -4.339 -0.489 -0.2492 -0.8358 0.3034
N 0.567 2.203 4.041 -0.5048 -0.8589 0.7231
N 2.041 3.080 2.023 -0.7384 -0.2206 -2.6958
N 1.614 2.985 0.905 0.4763 0.8998 1.6158
C -2.121 -5.921 -1.568 -0.4378 -0.4589 -0.2711
C -6.169 0.091 -0.015 -0.5066 -1.5214 1.5996
C -4.503 -1.641 0.326 1.3462 -0.4665 -0.3741
C 1.755 2.717 4.307 -0.2106 0.6402 0.8307
C 3.783 1.359 -1.725 -0.8757 -1.2445 0.1836
C -4.257 0.014 -1.414 -0.2960 0.5440 -0.9053
C 2.285 2.778 5.596 1.9641 1.1511 -0.4699
C -1.860 -4.603 -1.258 0.5537 0.9115 0.1516
C -1.707 -1.554 -3.846 0.4719 0.0131 -1.6545
C -0.453 0.268 -4.782 1.0727 0.8082 0.7145
C 3.300 2.266 -0.794 0.2701 0.3120 -0.3008
C 2.403 3.396 3.179 0.9102 0.1407 0.8668
C 4.914 3.821 -1.601 0.9646 0.7409 -0.8992
C 2.164 1.872 0.012 1.8251 2.6443 0.8245
C -1.491 -1.045 -2.597 -0.0828 0.2851 0.5547
C -3.755 -1.069 -0.741 -0.7017 -1.1315 0.6078
C -0.741 0.130 -2.410 0.6099 0.5714 -0.0280
C -0.107 -5.355 0.138 -0.2314 -0.7434 -0.3324
C 3.905 3.518 -0.721 0.0229 -0.3786 -0.9228
C 1.594 2.242 6.625 -1.2978 -1.2049 2.6927
C -0.431 -6.680 0.020 -0.9771 1.2741 -2.3568
C 4.776 1.657 -2.620 0.4176 -0.3413 -0.3123
C -1.157 -0.877 -4.965 -1.4892 -1.9064 0.3913
C 0.362 1.609 6.403 0.3657 0.0773 -0.1613
C -0.084 1.644 5.078 -0.1000 -0.1437 0.1040
C -0.178 0.788 -3.506 -1.2966 -1.5479 0.2428
C -1.419 -6.956 -0.990 0.7214 0.5988 1.6745
C 5.348 2.916 -2.574 -0.4319 0.0713 0.8837
C -5.642 -1.036 0.721 -0.5310 1.7351 -1.4635
C 3.640 4.260 3.308 -1.0781 1.2163 -0.9427
C -5.524 0.554 -1.119 0.4456 1.5354 -0.5957
H -0.208 1.097 7.227 0.6147 0.7484 -1.1108
H 4.329 3.680 3.834 1.3299 -1.0214 0.8826
H 3.252 3.256 5.879 -0.8056 -0.3318 -0.7659
H -2.903 -6.159 -2.255 -0.4269 -0.0479 -0.3916
H 3.516 4.283 -0.128 -0.4638 1.0583 1.0985
H 6.127 3.239 -3.228 0.3461 -0.0784 -0.4830
H -2.251 -2.493 -3.972 0.1700 0.4168 -0.1967
H -1.031 1.190 4.859 -0.3499 -0.0474 -0.2922
H 0.196 -7.409 0.451 0.2964 -0.8479 0.5714
H -3.665 0.418 -2.219 -0.0554 0.2294 -0.2741
H 5.101 0.886 -3.317 -0.0113 0.3268 0.0612
H -0.552 0.555 -1.425 -0.1709 -0.2402 0.0075
H -6.145 -1.412 1.553 -0.9669 -0.4355 1.1488
H -4.150 -2.560 0.816 -0.1673 0.4537 -0.0820
H -3.432 -3.718 -2.254 0.5738 0.1150 0.3898
H -1.349 -1.334 -5.938 0.2573 0.4668 0.1728
H 0.007 0.755 -5.603 0.1612 0.3747 -0.8355
H 4.032 4.413 2.292 0.0071 0.3847 0.5354
H -7.121 0.503 0.344 0.4826 -0.0434 -0.3547
H -1.672 -7.966 -1.240 -0.0101 -0.3760 -0.1651
H 0.760 -5.058 0.689 0.3417 0.1664 0.4255
H 1.967 2.281 7.680 -0.1367 0.0599 -1.2054
H 0.441 1.645 -3.376 0.2280 0.4998 0.0376
H 5.400 4.808 -1.660 -0.5170 -0.4350 0.5045
H 3.524 5.211 3.892 -0.3414 -0.8551 -0.7722
H 3.311 0.380 -1.716 0.1752 0.0305 -0.2161
H -5.941 1.443 -1.685 0.6894 -1.3354 0.6213
```
Forces are in eV/Å.

# 4
The following is a DFT calculation (ωB97M-V with the def2-TZVPD basis set) of C21H36IrP2Te as an isolated structure in a non-equilibrium geometry.

Total charge = +2
Molar mass = 670.284 g mol⁻¹
DFT total energy = -51041.7016 eV
Strongest force on any atom = 0.1659 Eh/bohr
2S+1 = 6
Gap between HOMO and LUMO (spin up / spin down) = 0.219 / 0.125 Ha
HOMO (spin up / spin down) = -12.09 / -12.52 eV

Structure (XYZ):
```
61
Properties=species:S:1:pos:R:3:forces:R:3
Ir 0.018 0.766 0.984 0.0520 0.6477 -0.8271
Te 2.203 0.865 -0.605 0.5802 -0.0485 -0.8100
P -3.159 2.341 -2.347 -5.1661 -0.2154 -6.7855
P -1.258 0.857 -4.877 -1.5782 0.9858 -7.7451
C -2.737 3.134 -3.981 0.0655 1.0136 0.3626
C 0.406 0.115 -3.982 2.0889 -1.2477 -0.2640
C 0.891 -0.418 3.852 -0.1061 -0.5505 0.6381
C -0.043 1.487 -3.804 -0.1567 -0.2364 4.3569
C 1.749 1.229 2.291 0.9015 0.3021 -0.0815
C -0.137 1.831 -6.231 -0.0041 0.4707 -0.0267
C 0.961 -1.401 2.874 0.3839 -0.1087 -0.1777
C -3.087 0.523 -2.956 2.5447 0.0848 4.4872
C -0.033 -1.141 -3.328 0.0423 -0.9375 0.1087
C -1.822 0.788 -1.941 0.9491 -2.2330 1.2416
C -4.996 2.240 -2.559 -0.4315 0.7725 0.6671
C -2.430 -0.323 -4.002 0.8297 0.8140 0.3093
C -3.003 3.581 -1.047 0.9391 -0.3240 1.1362
C 1.981 0.195 1.332 0.5418 0.0483 1.1942
C -1.549 -1.523 -3.554 -0.2696 -0.1381 0.3601
C -2.618 2.129 -5.126 -0.4150 -0.2941 -0.2536
C 1.379 -1.060 1.575 0.5643 -1.2184 -0.5007
C -1.815 0.450 1.589 -2.1970 -0.9025 0.4905
C -0.695 1.751 -2.428 0.9449 1.1107 0.9251
C 1.143 0.900 3.519 0.8082 0.8252 0.4147
C -1.186 -0.466 -6.230 -0.1522 -0.9236 -0.5963
H -5.278 1.512 -3.334 0.3850 0.3429 0.3642
H -5.413 3.215 -2.844 -0.0017 -0.0834 0.3485
H -1.813 0.607 2.694 -0.2134 0.0286 -0.6856
H 2.127 2.225 2.060 -0.0683 -0.1728 0.5346
H -0.565 1.738 -7.237 0.1827 0.0768 0.2015
H -3.812 4.312 -1.185 0.0234 -0.4834 -0.2851
H -2.592 1.078 1.099 0.2774 -0.4294 0.5304
H 1.034 1.687 4.264 -0.1077 -0.1574 -0.1883
H -1.827 -1.328 -6.032 0.2684 0.0689 0.0458
H 0.213 -1.114 -2.257 -0.1318 -0.1760 0.0955
H 0.582 -1.963 -3.755 -0.3399 0.5417 0.3244
H -3.853 -0.055 -2.431 0.0288 0.4465 0.4542
H 0.086 1.756 -1.635 -0.8138 -0.1262 -0.5575
H -2.134 0.985 -0.901 -0.0279 0.5037 -0.0341
H -1.560 -2.312 -4.328 -0.2004 0.5765 0.3277
H -3.117 3.123 -0.055 0.0114 0.2268 -0.1517
H -5.443 1.924 -1.606 -0.1490 0.0709 -0.2445
H -2.398 2.665 -6.060 -0.2090 -0.0537 0.3399
H -3.534 3.868 -4.180 0.1103 -0.2070 0.0351
H 0.694 -0.697 4.895 -0.2377 0.2197 -0.5687
H -0.062 2.906 -5.999 0.0415 -0.2070 -0.0800
H 0.665 2.266 -4.105 -0.6075 -0.2243 -0.0572
H -2.005 -0.643 1.405 -0.2685 0.9185 0.0950
H -2.053 4.123 -1.092 -0.0989 -0.2474 0.0356
H -1.959 -2.015 -2.666 0.0824 0.0663 0.0751
H -0.157 -0.828 -6.364 -0.3643 0.2524 -0.2013
H -1.561 -0.061 -7.173 0.2425 0.2163 0.1366
H -0.990 2.824 -2.435 0.2652 -0.7591 0.1122
H -3.207 -0.668 -4.703 0.5035 0.4223 -0.0565
H 0.881 1.405 -6.239 -0.2979 0.2016 -0.1359
H -3.573 1.592 -5.262 0.2452 0.2737 0.0212
H 1.417 -1.807 0.765 -0.0311 0.2224 0.6822
H -1.828 3.744 -3.884 -0.1356 -0.1869 -0.0892
H 0.760 -2.434 3.120 -0.1963 0.0012 -0.0705
H -1.374 -0.191 -1.741 0.1864 0.1308 0.0206
H 1.233 0.001 -4.674 -0.1133 0.0086 0.0021
```
Forces are in eV/Å.